Record 1
80
Properties=species:S:1:pos:R:3:forces:R:3:mulliken_charge:R:1 method="wB97M-V/def2-TZVPD" lumo_energy_ev="-6.5896 / -10.0922" multiplicity=5 de_lowest_kj_mol=440.36 orbital_gap_ev="6.3 / 2.3" e_tot_ev=-158244.2706 s_squared=6.060 charge=+2
C 0.85043 -5.74253 -2.52880 0.7069 0.2814 -0.6131 -0.30
C 1.88239 -5.08895 -1.82164 0.0356 0.5107 0.5829 0.72
C 3.13613 -4.94998 -2.44010 -0.5004 -0.3477 -0.8218 -0.31
C 3.26272 -5.33324 -3.78050 1.2863 0.2339 -0.9121 -0.39
N 2.25446 -5.87328 -4.46543 -0.3861 0.6788 3.8504 0.00
C 1.08015 -6.08541 -3.86796 -1.0653 -0.5762 -0.9672 -0.37
C 1.64353 -4.43730 -0.56888 -0.3023 0.0323 0.6325 -0.40
C 1.32575 -3.77694 0.41314 -0.4358 -0.5933 -1.5408 -0.30
C 0.60911 -2.87280 1.25835 -0.1154 0.0053 0.3769 0.49
C -0.68656 -2.49201 0.86545 -0.2279 0.0890 -0.3155 -0.48
C -1.31929 -1.39920 1.46364 0.6384 -1.0309 -0.7726 0.42
C -0.71113 -0.75929 2.52889 -0.4486 0.7577 0.6120 0.04
C 0.48108 -1.26582 3.06779 0.1894 -0.7542 -0.5853 -0.39
C 1.15842 -2.29918 2.41049 0.2011 0.4285 0.3403 -0.96
Fe -1.47923 0.84136 3.33842 0.8872 -0.3849 1.0543 -0.36
P -0.29576 0.68799 -1.02955 0.9177 0.1136 -1.1932 0.86
H 3.97310 -4.49498 -1.91398 -0.1048 -0.1749 -0.3268 0.49
H -0.12160 -5.92513 -2.07336 0.2439 -0.0446 -0.2962 0.50
H 4.20972 -5.17688 -4.30259 -0.2205 -0.0811 0.0641 0.41
H 0.28439 -6.53895 -4.46685 0.2335 0.0936 0.1630 0.41
H 2.11849 -2.66904 2.76851 -0.1693 0.1607 -0.0156 0.52
H -1.18044 -3.03342 0.05736 0.2239 0.1040 0.0933 0.58
H 0.88299 -0.86723 3.99936 0.0236 0.0209 -0.2492 0.57
H -2.26010 -1.04506 1.03748 0.3162 -0.1825 0.2615 0.19
C -0.41122 2.23989 -2.04009 -0.1095 0.2812 0.5411 -0.61
C 0.11714 2.24439 -3.47347 0.0123 -0.0173 -0.3512 -1.32
H 0.13172 2.99388 -1.44185 -0.2972 -0.2409 -0.2383 0.45
H -1.47500 2.53333 -2.02733 0.3168 -0.0475 0.0865 0.48
H -0.01578 3.25335 -3.88725 0.0740 -0.2212 0.1031 0.45
H 1.18742 2.00922 -3.52994 -0.2335 0.0012 0.0553 0.24
H -0.43364 1.55883 -4.12930 0.2646 0.2000 0.2115 0.26
C 1.32074 -0.11477 -1.49754 -0.0206 0.0263 0.6321 0.22
C 1.40034 -1.00155 -2.73771 0.0655 -0.1554 -0.3054 -1.36
H 1.56678 -0.72457 -0.61021 0.0835 0.2156 -0.2324 -0.11
H 2.07422 0.68966 -1.54834 -0.3070 -0.1481 0.0966 0.14
H 2.44892 -1.29434 -2.89455 -0.2160 0.0897 0.0550 0.43
H 0.83589 -1.93639 -2.60977 -0.0179 0.3039 -0.0590 0.25
H 1.06867 -0.49458 -3.65430 0.0778 -0.1746 0.3142 0.23
C -1.59159 -0.44117 -1.71424 -0.3382 -0.0673 0.6498 0.06
C -1.94572 -0.32872 -3.19328 -0.0755 -0.0554 -0.3531 -1.59
H -2.49154 -0.22661 -1.11088 0.2179 -0.1607 -0.1960 0.24
H -1.29059 -1.47033 -1.46587 -0.0462 0.4087 -0.0060 0.04
H -2.72756 -1.06336 -3.42639 0.1137 0.1674 0.0940 0.46
H -2.34664 0.65880 -3.44653 0.1171 -0.2065 0.0248 0.37
H -1.09739 -0.55254 -3.85137 -0.2372 0.1324 0.2030 0.24
Br -1.37021 2.35825 5.01782 0.2070 0.3801 0.3695 -0.56
P 2.48613 2.59216 0.83654 1.6491 0.2388 0.6920 0.68
C 3.68476 3.10499 -0.49711 -0.7224 -0.3111 -0.6833 -0.48
C 4.42017 4.44221 -0.40295 0.1656 0.1526 0.0146 -1.37
H 3.03995 3.10898 -1.39376 0.4268 0.0671 0.0164 0.26
H 4.40818 2.28937 -0.63098 -0.3450 0.1354 -0.0288 0.45
H 4.94367 4.61243 -1.35390 -0.1459 -0.0295 0.2359 0.42
H 3.73649 5.28733 -0.25558 0.2406 -0.2097 -0.0433 0.35
H 5.18812 4.45326 0.38392 -0.3569 -0.0275 -0.1093 0.29
C 2.44624 4.03991 1.99494 -1.0212 0.0219 -0.0666 -0.59
C 3.35621 4.01345 3.21818 0.3027 0.0199 0.2717 -1.22
H 1.39198 4.06493 2.32253 0.3537 0.2129 0.0512 0.38
H 2.62147 4.95415 1.41164 -0.1940 -0.3318 0.0825 0.43
H 3.10740 4.86081 3.87034 -0.0432 -0.2248 -0.1664 0.41
H 3.22763 3.09688 3.80587 0.0591 0.2586 -0.0861 0.28
H 4.41783 4.12443 2.96234 -0.3156 -0.0718 -0.0164 0.21
C 3.44299 1.27303 1.74755 -0.6502 -0.3628 -0.1941 -0.40
C 4.96347 1.41942 1.81116 0.3237 0.0668 0.1459 -1.20
H 3.18031 0.33639 1.22394 0.0954 0.2076 0.2795 0.17
H 3.01429 1.20015 2.76026 0.0451 -0.0356 -0.3843 0.43
H 5.38894 0.54382 2.31810 -0.1473 0.1430 -0.0937 0.42
H 5.42719 1.46194 0.81959 -0.0988 -0.0006 0.2482 0.31
H 5.28553 2.29789 2.38362 -0.1461 -0.2341 -0.2387 0.20
C -4.57408 -0.65635 2.24673 -0.2398 -0.4978 0.2494 -1.33
C -4.04167 0.66429 1.86149 1.3318 1.0096 0.2563 0.64
N -2.85589 1.24495 2.15778 -1.6771 -0.0236 -1.5635 0.32
C -2.84392 2.51178 1.54582 -0.6420 -1.1039 0.1763 -0.60
C -4.03309 2.69069 0.92693 -0.2751 -0.2657 -0.1990 -0.62
N -4.75796 1.51709 1.12429 -0.2526 0.7298 -0.4308 -0.02
H -4.09224 -1.03394 3.15527 -0.1102 0.0880 -0.2316 0.28
H -5.65593 -0.56466 2.42501 0.3493 -0.1003 0.0668 0.49
H -4.44010 -1.39556 1.44270 0.0217 0.1841 0.2467 0.28
H -1.99071 3.16052 1.59367 0.0108 0.1042 0.2211 0.52
H -4.43516 3.54158 0.40308 -0.0108 -0.1223 -0.0417 0.43
H -5.69506 1.31588 0.77906 0.4401 0.2605 0.2062 0.21

***

Record 2
18
Properties=species:S:1:pos:R:3:forces:R:3:mulliken_charge:R:1 method="wB97M-V/def2-TZVPD" lumo_energy_ev=0.8272 de_lowest_kj_mol=358.90 orbital_gap_ev=10.0 smiles="[H]/N=C/N/C(=N/O)N(C)N" e_tot_ev=-12750.9696 charge=0
H 3.90100 -0.22974 0.76194 -0.5643 0.2712 0.2689 0.27
N 3.18197 -0.62996 0.17482 3.2441 -1.0887 -0.8980 -0.62
C 2.02498 -0.23545 0.18861 -2.3733 1.3592 2.2705 0.20
N 1.10998 -0.77300 -0.67845 1.6348 -2.8846 -2.1331 -0.26
C -0.22514 -0.87435 -0.33686 -0.6889 2.6090 -0.5482 0.38
N -0.88409 -1.92999 -0.24034 -0.2536 -1.9778 0.6573 -0.44
O -2.23758 -1.73134 0.01209 0.6479 -1.5410 -0.1565 -0.34
N -0.95319 0.37512 -0.28798 0.6958 1.3237 1.7126 -0.01
C -1.23603 0.90746 1.12204 -0.2606 -0.8589 0.6040 -0.77
N -0.60424 1.40553 -1.21593 1.3345 -0.0312 -0.8020 -0.73
H 1.58096 0.44448 0.97211 0.3326 -0.2618 -0.9376 0.16
H 1.60290 -1.59945 -1.21677 -1.6961 2.0124 1.3761 0.36
H -2.33419 -0.81627 -0.22577 -0.6773 1.4478 -0.2891 0.46
H -0.37954 1.41779 1.75645 -1.5813 -0.9996 -1.6709 0.22
H -2.15271 1.50635 1.08057 0.7167 0.7552 -0.3950 0.33
H -1.71145 0.06939 1.71947 1.3297 0.3686 -0.5796 0.27
H 0.43789 1.46803 -1.50253 -2.1237 -0.5566 1.0269 0.27
H -1.12152 1.22541 -2.08348 0.2829 0.0533 0.4936 0.24

***

Record 3
98
Properties=species:S:1:pos:R:3:forces:R:3:mulliken_charge:R:1 method="wB97M-V/def2-TZVPD" lumo_energy_ev=2.2639 orbital_gap_ev=6.5 e_tot_ev=-81759.9078 charge=-1
C -0.64674 1.90380 -1.02158 0.1704 0.4708 0.1500 -1.02
C 0.87263 1.93537 -1.10274 0.2254 -0.1486 -0.0170 -0.61
P 1.51695 0.62397 -2.24384 -0.1207 0.0187 -0.6236 -0.01
C 3.32363 1.05127 -2.29710 -0.0309 0.0115 0.1345 -0.47
C 4.16423 -0.09151 -2.84906 0.2145 0.1263 0.0409 -1.05
In 1.24688 -1.61517 -1.10043 0.0572 0.1518 0.5847 0.84
C 2.76088 -2.11048 0.43623 0.2566 0.1007 0.2115 -1.35
C 3.58181 -0.87008 0.87810 -0.1937 -0.0915 -0.4533 0.64
C 5.08565 -1.00498 0.62775 -0.0227 -0.0607 0.2984 -0.67
C 5.89642 -1.72822 1.73571 -0.0788 -0.0185 -0.2321 -0.84
N 5.39237 -1.67194 3.10223 0.2984 -0.1062 0.0987 -0.70
P 1.17251 -3.50887 -2.84052 0.0712 0.0233 0.6019 0.30
O 0.75204 -4.82121 -2.26954 -0.2230 -0.2849 0.0269 -0.69
O 0.13901 -3.15919 -4.06945 0.1688 0.3752 -0.5274 -0.50
O 2.55005 -3.63986 -3.69059 0.0724 0.2562 -0.0836 -0.41
H -0.99943 2.72067 -0.38645 -0.0392 -0.0108 -0.0283 0.29
H -1.02341 0.98388 -0.58303 0.0032 -0.1294 -0.1641 0.20
H -1.05602 2.05699 -2.02163 -0.2122 -0.1946 0.0274 0.31
H 1.32884 1.86582 -0.11499 -0.0746 0.0141 0.0788 0.26
H 1.19570 2.88530 -1.54316 0.0039 0.0267 0.0451 0.41
H 3.68194 1.35018 -1.30675 0.0308 -0.0572 -0.0126 0.25
H 3.42817 1.92872 -2.94288 0.0087 0.0187 0.0101 0.51
H 5.22372 0.18069 -2.86832 0.0017 -0.0376 -0.0427 0.39
H 4.06933 -0.98538 -2.23176 -0.0479 -0.0585 -0.0188 -0.01
H 3.86562 -0.34996 -3.86573 -0.0645 -0.0515 -0.0046 0.35
H -0.35265 -1.66904 -0.36146 0.0061 -0.0186 -0.1987 -0.60
H 3.44077 -2.89684 0.09537 -0.0350 -0.0300 -0.0620 0.47
H 2.23824 -2.52343 1.30343 -0.1077 -0.0815 -0.0935 0.44
H 3.37889 -0.65051 1.92807 0.0702 0.0862 0.0502 0.51
H 3.24589 0.01403 0.32825 -0.0196 0.0096 0.0820 -0.68
H 5.21804 -1.57885 -0.29210 0.0962 0.1548 -0.1169 0.17
H 5.52108 -0.01702 0.45195 0.0089 0.0440 0.0558 0.42
H 6.91074 -1.32120 1.73735 0.0357 -0.0529 -0.0284 0.40
H 5.99271 -2.78234 1.47234 -0.0101 -0.0476 0.0819 0.33
H 4.59583 -2.28302 3.20822 -0.1825 0.0928 -0.0213 0.31
H 5.10475 -0.73544 3.34805 -0.0915 0.0504 0.0139 0.26
H -0.66199 -3.66979 -3.96314 -0.2943 -0.3457 0.1350 0.29
H 2.40249 -4.23256 -4.43612 0.0826 -0.1580 -0.1451 0.28
O -3.83258 0.55126 1.84828 -0.0075 -0.0283 0.0364 -0.61
C -4.12898 0.07582 0.78241 -0.0855 0.0596 -0.1157 0.32
O -3.26602 0.00009 -0.23699 0.0260 0.0647 0.2233 -0.13
C -3.90693 -0.51618 -1.41891 -0.1613 -0.1334 -0.1204 0.00
C -5.11764 -1.28389 -0.90046 -0.0334 0.0703 0.1554 -0.03
C -5.47328 -0.49007 0.35662 0.1280 -0.1759 -0.1308 -0.58
H -4.17442 0.32860 -2.05609 0.0172 -0.0201 0.0445 0.09
H -3.18683 -1.13597 -1.94570 0.0497 0.0307 0.0790 0.05
H -5.91987 -1.35432 -1.63259 -0.0027 0.0708 -0.0015 0.49
H -4.82282 -2.29159 -0.61832 -0.0139 -0.0204 -0.0732 -0.23
H -6.14126 0.34886 0.14972 -0.0060 0.0248 0.0359 0.29
H -5.89658 -1.09348 1.15536 -0.0478 0.0827 0.0555 0.36
O 0.05918 2.23007 2.05350 0.2485 0.1375 0.0118 -0.58
C -0.81763 2.63374 2.75607 -0.0888 -0.2334 0.1636 0.65
O -1.25097 3.91918 2.71193 0.0570 0.0643 0.0038 -0.40
C -2.24065 4.14516 3.73217 -0.0730 -0.0378 0.0839 -0.44
C -2.80077 2.76309 4.05879 0.0232 -0.0068 -0.0508 -0.41
C -1.58863 1.86874 3.81237 -0.2870 0.1452 -0.0600 -0.44
H -1.74788 4.61210 4.58880 0.0081 -0.0016 0.0041 0.20
H -2.98195 4.83416 3.33458 0.0299 0.0138 -0.0546 0.35
H -3.20920 2.70065 5.06588 0.0592 0.0338 0.0307 0.38
H -3.58695 2.49944 3.35149 0.0272 -0.0193 0.0082 0.14
H -0.95231 1.77668 4.69572 0.0323 -0.0235 -0.0037 0.33
H -1.84824 0.88258 3.43874 0.0795 -0.0207 -0.0086 0.26
O 0.68775 6.61976 5.39229 -0.0263 -0.0014 0.0138 -0.60
C 1.50682 5.79797 5.10146 0.0097 0.0514 -0.0864 0.57
O 1.91134 4.84740 5.98010 0.0272 -0.0451 0.0330 -0.37
C 2.95834 4.04420 5.40409 0.0531 -0.0242 -0.0585 -0.54
C 2.80102 4.20441 3.89728 -0.1436 0.0019 -0.0490 -0.06
C 2.24736 5.62372 3.78848 -0.0249 -0.2642 0.0453 -0.43
H 3.91787 4.42082 5.76651 0.0006 0.0254 -0.0020 0.28
H 2.83014 3.02118 5.74859 -0.0504 0.0110 0.0412 0.35
H 3.72591 4.03570 3.35058 0.0296 0.0388 0.0317 0.35
H 2.05828 3.49607 3.52703 0.0305 -0.0146 -0.0503 -0.11
H 3.03545 6.37786 3.74203 -0.0108 0.0377 -0.0138 0.30
H 1.56734 5.76375 2.95288 -0.0063 0.0935 0.0037 0.26
O -3.73145 2.18147 -4.13788 -0.0676 -0.0008 0.0365 -0.63
C -2.88643 1.45475 -4.58199 0.0668 0.0287 -0.1034 0.53
O -2.43905 0.37472 -3.92140 0.0065 0.0009 -0.0747 -0.05
C -1.37437 -0.27459 -4.65707 0.0972 0.0408 -0.0858 0.54
C -1.57993 0.16739 -6.10207 -0.0550 0.0777 0.0380 -0.57
C -2.17148 1.56477 -5.91822 0.0013 -0.2490 -0.0272 -0.60
H -0.42044 0.05691 -4.24287 -0.0074 0.0325 0.0114 -0.37
H -1.45999 -1.34317 -4.50606 -0.0619 -0.0500 0.0530 -0.03
H -0.65971 0.14118 -6.68169 0.0375 0.0298 0.0502 0.36
H -2.30981 -0.47950 -6.59318 0.0069 -0.0098 -0.0075 0.30
H -1.40156 2.33250 -5.82525 0.0106 0.0181 0.0012 0.27
H -2.87345 1.85509 -6.69555 0.0018 0.1251 0.0320 0.34
O -5.17838 -5.10153 -0.65570 -0.0087 0.0013 0.0460 -0.63
C -4.00294 -5.11428 -0.40713 0.0193 -0.0842 -0.0842 0.52
O -3.24270 -4.00908 -0.47436 0.0920 -0.0231 0.0231 -0.25
C -1.84777 -4.32826 -0.21179 0.0540 -0.0666 0.0574 0.16
C -1.89157 -5.63397 0.56832 -0.1431 -0.0599 -0.0081 -0.55
C -3.14426 -6.29964 -0.00228 0.1447 0.1548 0.1848 -0.63
H -1.32516 -4.43704 -1.16097 0.0206 -0.0183 -0.0098 -0.16
H -1.40722 -3.50161 0.33376 -0.0662 0.0925 -0.0378 0.13
H -0.97787 -6.21151 0.45150 0.0038 0.0049 -0.0777 0.39
H -2.03765 -5.43008 1.63104 0.0216 0.0035 0.0034 0.29
H -2.92866 -6.88027 -0.90103 -0.0142 -0.0226 -0.0114 0.25
H -3.68016 -6.92562 0.70651 -0.0614 -0.0607 -0.0888 0.33

***

Record 4
53
Properties=species:S:1:pos:R:3:forces:R:3:mulliken_charge:R:1 method="wB97M-V/def2-TZVPD" lumo_energy_ev="-8.7042 / -8.7123" multiplicity=2 de_lowest_kj_mol=224.61 orbital_gap_ev="6.1 / 6.1" e_tot_ev=-50426.4898 s_squared=0.757 charge=+2
Ir 0.40290 1.32537 0.58318 -2.1310 -1.5003 -0.8463 1.00
O 0.26460 4.28035 -4.66870 0.0824 0.1372 -0.5942 -0.47
C 0.30834 3.69541 -3.49957 -0.2082 -0.1618 1.1873 0.83
C -0.24957 4.24494 -2.32493 0.2903 -0.3275 -0.1220 -0.41
C -0.17522 3.51686 -1.16165 -0.7499 0.6609 0.9064 0.00
N 0.39260 2.31540 -1.09623 0.2453 0.3071 -1.3385 -0.06
C 0.97109 1.79210 -2.18853 0.1544 -0.3017 -0.4033 0.49
C 0.94578 2.43830 -3.40033 0.0587 -0.0987 0.0946 -0.42
C 1.59645 0.43013 -1.92156 -0.3143 0.6063 -0.9582 0.06
O 2.05584 -0.24712 -2.79965 0.1710 0.0400 -0.0690 -0.65
O 1.54429 0.08260 -0.66005 0.0304 -0.6383 1.4240 -0.98
C -0.75168 3.93546 0.23511 0.1393 0.7383 -3.0757 0.34
O -1.33191 4.97292 0.33497 -0.0772 0.0344 0.5691 -0.55
O -0.50503 3.03817 1.11520 0.1371 -1.2804 2.7793 -0.66
H -0.18921 5.13835 -4.67627 0.0732 -0.1613 0.1554 0.35
H -0.72109 5.21512 -2.31887 -0.1115 0.1187 0.0971 0.50
H 1.40334 1.99290 -4.26970 0.0733 -0.0970 -0.0519 0.61
C -4.39167 -1.24586 -1.99029 0.5257 0.1724 0.1825 -0.38
C -4.63891 -1.36754 -0.62168 -0.1061 -0.0489 -0.2615 -0.75
C -3.66129 -1.06266 0.28904 0.7953 0.3622 0.1652 -0.35
C -2.39112 -0.59534 -0.15282 -1.9863 -0.6013 -1.6597 -0.08
C -2.15626 -0.46651 -1.54140 0.2533 0.0786 0.7025 0.24
C -3.14439 -0.79252 -2.43896 -0.4234 -0.2186 -0.0747 -0.87
N -1.42794 -0.27437 0.72861 3.8041 1.9713 4.2326 0.98
N -1.53111 -0.59587 1.97911 -2.5674 -0.7247 -4.4562 -0.52
C -0.61190 -0.26684 2.85469 2.8077 1.0780 2.0966 0.32
C -0.76766 -0.67408 4.20493 -0.2856 0.1966 -1.4098 -0.56
C 0.20310 -0.36072 5.11887 0.9773 0.4437 -0.0068 -0.38
C 1.34799 0.32070 4.67776 -0.6758 -0.3784 0.1797 -0.72
C 1.43898 0.70872 3.35312 0.2585 0.0218 -0.0904 -0.17
N 0.50074 0.44704 2.44235 -1.0142 -0.2820 0.5970 0.01
H -5.15675 -1.50319 -2.70542 -0.0968 0.0130 -0.0621 0.44
H -5.60811 -1.69205 -0.27306 -0.0333 -0.0507 0.0084 0.42
H -3.82613 -1.13476 1.35196 -0.1485 -0.0397 0.0573 0.50
H -1.18207 -0.14479 -1.88316 0.0486 0.1049 -0.0336 0.39
H -2.96050 -0.70904 -3.50015 0.0399 0.0180 -0.0243 0.44
H -1.66477 -1.21208 4.46688 -0.0735 -0.0395 0.0213 0.59
H 0.10037 -0.63633 6.15761 -0.0200 -0.0459 0.0478 0.46
H 2.15030 0.55730 5.35602 0.0813 0.0775 0.0741 0.47
H 2.30809 1.24971 2.99957 -0.0370 0.0887 -0.0209 0.54
C 1.92761 -3.03836 -1.47030 -0.0692 0.3043 0.1695 -1.29
P 2.01731 -2.21393 0.14812 0.5734 -1.0547 -0.1013 1.20
C 1.39986 -3.41344 1.40056 0.0042 0.4100 -0.2179 -1.12
C 3.77543 -1.89653 0.50248 -0.3934 0.1404 -0.0719 -1.28
H 2.61578 -3.88454 -1.46552 0.0137 -0.0951 0.1391 0.46
H 2.21818 -2.35091 -2.26385 0.0009 0.0434 0.1302 0.34
H 0.91819 -3.39499 -1.66337 -0.0661 -0.0309 0.0611 0.39
H 1.94857 -4.35137 1.30380 0.1027 -0.0270 -0.0849 0.45
H 0.34227 -3.61081 1.23759 -0.0467 -0.0013 -0.0635 0.36
H 1.53469 -3.02971 2.40930 0.0565 0.0839 0.0308 0.35
H 4.31744 -2.84034 0.41630 -0.0434 -0.0618 -0.0040 0.47
H 3.91349 -1.50251 1.50668 -0.0614 0.0100 0.0611 0.35
H 4.18068 -1.18876 -0.21781 -0.0584 0.0060 -0.0675 0.34